*1*
ORCA calculation (ωB97M-V/def2-TZVPD) on a single C20H33N3O4S molecule.

Output
Gap between HOMO and LUMO = 9.681 eV
SMILES = CCNS(=O)(=O)CC(=O)N(C)C[C@H](C)NC(=O)C[C@H](C)c1ccc(CC)cc1

Cartesian coordinates (Å):
C  1.293  5.766  0.974
C  0.656  4.850  2.024
N  -0.758  5.207  2.253
S  -2.033  4.588  1.238
O  -3.182  5.469  1.439
O  -1.485  4.365  -0.101
C  -2.443  2.959  2.007
C  -1.437  1.859  1.760
O  -0.638  1.626  2.663
N  -1.442  1.155  0.598
C  -2.340  1.402  -0.539
C  -0.445  0.092  0.368
C  0.942  0.532  -0.186
C  1.013  1.907  -0.882
N  1.479  -0.516  -1.048
C  2.773  -0.780  -1.259
O  3.681  -0.119  -0.768
C  3.087  -1.987  -2.149
C  2.826  -3.377  -1.497
C  3.212  -4.523  -2.453
C  1.400  -3.540  -0.955
C  0.313  -3.631  -1.831
C  -0.985  -3.703  -1.331
C  -1.202  -3.687  0.048
C  -2.618  -3.752  0.598
C  -3.220  -2.359  0.837
C  -0.120  -3.606  0.925
C  1.177  -3.534  0.426
H  2.343  5.512  0.831
H  0.803  5.667  0.005
H  1.246  6.813  1.273
H  0.729  3.800  1.737
H  1.190  4.950  2.971
H  -0.965  6.112  2.676
H  -2.564  3.138  3.070
H  -3.416  2.677  1.625
H  -3.030  2.232  -0.398
H  -1.760  1.633  -1.433
H  -2.934  0.513  -0.753
H  -0.281  -0.455  1.300
H  -0.889  -0.634  -0.315
H  1.589  0.606  0.696
H  0.583  2.693  -0.265
H  2.046  2.197  -1.073
H  0.469  1.910  -1.826
H  0.833  -1.220  -1.367
H  2.524  -1.883  -3.075
H  4.137  -1.909  -2.434
H  3.510  -3.461  -0.648
H  3.039  -5.496  -1.991
H  2.641  -4.492  -3.381
H  4.269  -4.475  -2.719
H  0.470  -3.631  -2.900
H  -1.819  -3.767  -2.014
H  -3.248  -4.324  -0.085
H  -2.614  -4.324  1.528
H  -4.231  -2.434  1.239
H  -2.624  -1.785  1.549
H  -3.274  -1.788  -0.090
H  -0.282  -3.587  1.994
H  2.005  -3.448  1.116



*2*
ORCA calculation (ωB97M-V/def2-TZVPD) on a single C20H33N3O4S molecule.

Output
Gap between HOMO and LUMO = 9.384 eV
SMILES = CCNS(=O)(=O)CC(=O)N(C)C[C@H](C)NC(=O)C[C@H](C)c1ccc(CC)cc1

Cartesian coordinates (Å):
C  -2.544  -0.515  4.721
C  -3.257  -0.533  3.380
N  -3.097  0.718  2.632
S  -1.837  0.996  1.656
O  -1.538  2.397  1.757
O  -0.820  0.003  1.895
C  -2.400  0.735  -0.024
C  -2.461  -0.762  -0.276
O  -3.231  -1.438  0.392
N  -1.590  -1.289  -1.167
C  -0.776  -0.497  -2.079
C  -1.329  -2.722  -1.102
C  0.157  -3.017  -0.946
C  0.404  -4.518  -0.880
N  0.686  -2.295  0.201
C  1.998  -1.941  0.218
O  2.790  -2.358  -0.614
C  2.421  -0.993  1.320
C  3.267  0.150  0.748
C  3.859  0.993  1.876
C  2.473  0.995  -0.229
C  1.446  1.833  0.203
C  0.771  2.653  -0.689
C  1.095  2.661  -2.045
C  0.376  3.576  -3.004
C  -0.946  2.997  -3.506
C  2.092  1.796  -2.481
C  2.770  0.975  -1.588
H  -2.717  -1.452  5.253
H  -1.470  -0.391  4.580
H  -2.907  0.299  5.351
H  -2.894  -1.336  2.745
H  -4.329  -0.694  3.503
H  -3.397  1.571  3.082
H  -3.385  1.188  -0.114
H  -1.673  1.278  -0.624
H  -1.329  0.367  -2.437
H  0.162  -0.163  -1.627
H  -0.543  -1.109  -2.950
H  -1.897  -3.119  -0.262
H  -1.690  -3.215  -2.009
H  0.698  -2.644  -1.821
H  0.045  -5.001  -1.790
H  1.471  -4.709  -0.785
H  -0.111  -4.960  -0.024
H  0.054  -1.779  0.797
H  1.554  -0.601  1.855
H  3.024  -1.566  2.030
H  4.083  -0.312  0.189
H  4.463  1.808  1.477
H  3.076  1.430  2.499
H  4.492  0.379  2.519
H  1.175  1.866  1.251
H  -0.003  3.314  -0.313
H  0.185  4.532  -2.511
H  1.025  3.787  -3.856
H  -1.447  3.686  -4.187
H  -0.782  2.057  -4.038
H  -1.625  2.801  -2.672
H  2.362  1.779  -3.532
H  3.549  0.313  -1.947



Least stable = *1*



*1*
ORCA calculation (ωB97M-V/def2-TZVPD) on a single C8H9N3OS molecule.

Output
Gap between HOMO and LUMO = 9.262 eV
SMILES = CS/C(=N/C#N)NCc1ccco1

Cartesian coordinates (Å):
C  3.066  -1.964  -0.882
C  1.652  0.060  0.403
C  -0.672  0.400  1.382
C  -1.770  0.220  0.385
C  -2.429  -0.785  0.084
C  -3.646  -0.477  -0.636
C  -3.514  0.867  -0.875
C  3.095  1.999  -0.252
H  2.820  -1.800  -1.905
H  3.944  -1.187  -0.533
H  3.317  -3.127  -0.313
H  0.809  1.827  0.709
H  -0.705  -0.446  2.160
H  -0.745  1.498  1.963
H  -2.329  -1.823  0.224
H  -4.408  -1.107  -0.878
H  -4.244  1.659  -1.363
N  0.667  0.770  0.842
N  2.832  0.658  0.036
N  3.250  3.162  -0.604
O  -2.532  1.320  -0.120
S  1.544  -1.726  0.171



*2*
ORCA calculation (ωB97M-V/def2-TZVPD) on a single C8H9N3OS molecule.

Output
Gap between HOMO and LUMO = 7.590 eV
SMILES = [H]/N=C1/N=c2ccccc2=[S@](C)(=O)N1

Cartesian coordinates (Å):
C  3.048  -0.849  0.434
C  2.931  0.513  0.217
C  1.899  -1.638  0.607
C  1.716  1.109  0.288
C  0.641  -1.096  0.337
C  0.571  0.324  0.216
C  -1.684  -1.590  0.222
C  -1.699  1.660  -1.466
N  -0.454  -1.886  0.293
N  -2.594  -2.355  -0.067
N  -2.142  -0.066  0.520
O  -1.035  2.159  1.194
S  -1.022  1.080  0.276
H  3.957  -1.381  0.278
H  3.772  1.113  -0.060
H  1.924  -2.713  0.697
H  1.605  2.212  0.072
H  -2.738  1.974  -1.261
H  -0.993  2.427  -1.753
H  -1.477  0.885  -2.174
H  -3.494  -2.082  -0.222
H  -2.734  0.200  1.352



Least stable = *1*



*1*
ORCA calculation (ωB97M-V/def2-TZVPD) on a gas-phase ion, CH6N3OS (charge +1).

Output
Gap between HOMO and LUMO = 10.467 eV
SMILES = NC(N)=[NH+]OS
Charge = +1

Cartesian coordinates (Å):
C  -0.208  -0.375  0.500
N  -0.415  -1.032  1.665
N  -1.267  -0.268  -0.385
N  1.004  0.059  0.053
O  1.164  0.158  -1.307
S  0.637  1.588  -2.070
H  -1.273  -1.379  1.782
H  0.285  -1.234  2.291
H  -2.174  -0.757  -0.181
H  -1.099  0.295  -1.151
H  1.634  0.626  0.511
H  1.713  2.320  -1.707



*2*
ORCA calculation (ωB97M-V/def2-TZVPD) on a gas-phase ion, CH6N3OS (charge +1).

Output
Gap between HOMO and LUMO = 10.214 eV
SMILES = N/C(O)=[NH+]/NS
Charge = +1

Cartesian coordinates (Å):
C  0.884  0.102  -0.005
N  1.908  -0.700  -0.335
N  -0.228  -0.256  0.578
N  -1.356  0.582  0.556
O  0.936  1.336  -0.239
S  -2.629  -0.095  -0.399
H  1.979  -1.759  -0.268
H  2.764  -0.413  -0.761
H  -0.490  -1.237  0.988
H  -1.810  0.561  1.401
H  0.012  1.695  0.114
H  -1.970  0.184  -1.629



Least stable = *1*



*1*
ORCA calculation (ωB97M-V/def2-TZVPD) on 10 unconnected molecules or ions with the total composition C41H62BN9O.

Output
Gap between HOMO and LUMO = 3.964 eV

Cartesian coordinates (Å):
C  2.275  2.688  0.832
C  1.393  1.312  0.943
C  0.488  1.437  2.181
C  -0.660  0.361  2.099
C  -1.439  0.584  0.801
C  -0.597  0.516  -0.470
N  0.629  1.315  -0.269
O  1.275  1.675  -1.369
C  -1.487  1.161  -1.459
C  -0.274  -0.963  -0.861
C  2.325  0.116  0.984
H  2.661  2.750  1.910
H  1.604  3.497  0.395
H  3.054  2.504  0.272
H  -0.183  2.311  2.099
H  0.901  1.048  3.048
H  -1.150  0.507  2.784
H  -0.257  -0.794  2.061
H  -2.011  1.576  0.898
H  -2.112  -0.033  0.862
H  -1.019  0.983  -2.586
H  -1.545  2.154  -0.904
H  -2.306  0.703  -1.353
H  0.425  -0.939  -1.685
H  -1.115  -1.584  -1.308
H  0.268  -1.581  -0.101
H  3.054  0.197  0.164
H  1.704  -0.648  1.243
H  3.028  0.139  1.734
B  -0.844  5.463  0.456
H  -1.158  4.270  0.934
H  -0.545  6.306  1.285
H  0.229  5.414  -0.283
H  -1.939  5.765  -0.176
N  -5.521  4.873  2.457
C  -6.837  5.072  2.743
C  -7.674  3.930  1.921
C  -6.506  2.979  1.481
C  -5.279  3.713  1.675
H  -4.818  5.614  2.749
H  -7.221  5.670  3.536
H  -8.740  3.751  1.947
H  -6.450  2.097  0.733
H  -4.296  3.423  1.306
N  3.839  3.423  4.218
C  4.638  2.495  3.725
C  4.053  1.029  4.192
C  2.985  1.486  5.161
C  2.920  3.019  5.166
H  3.860  4.400  4.105
H  5.254  2.738  3.034
H  4.239  0.093  3.858
H  2.462  0.851  5.743
H  2.278  3.677  5.665
N  4.320  3.108  -2.864
C  4.483  1.847  -3.472
C  5.345  1.086  -2.450
C  5.715  2.100  -1.323
C  4.987  3.368  -1.642
H  3.825  4.073  -3.335
H  3.893  1.703  -4.310
H  5.613  -0.038  -2.538
H  6.282  1.890  -0.474
H  5.158  4.201  -1.037
N  2.385  -3.306  -4.086
C  2.294  -1.928  -4.247
C  2.689  -1.323  -2.896
C  2.977  -2.467  -1.919
C  2.885  -3.798  -2.760
H  2.302  -3.874  -4.870
H  1.849  -1.452  -5.147
H  2.761  -0.385  -2.607
H  3.359  -2.532  -0.866
H  3.061  -4.854  -2.723
N  -2.093  -0.368  -6.328
C  -2.346  -1.467  -5.399
C  -1.100  -1.509  -4.398
C  -0.443  -0.108  -4.582
C  -0.995  0.468  -5.932
H  -2.700  -0.379  -7.174
H  -2.870  -2.275  -5.778
H  -1.007  -2.380  -3.686
H  0.391  0.492  -4.153
H  -0.713  1.307  -6.507
N  0.690  -2.757  4.020
C  1.929  -2.254  4.268
C  2.724  -2.593  3.023
C  1.825  -3.357  2.024
C  0.502  -3.330  2.729
H  -0.104  -2.694  4.614
H  1.943  -1.678  5.335
H  3.833  -2.395  2.727
H  2.000  -3.721  0.965
H  -0.427  -3.723  2.163
N  -2.375  -5.701  -1.603
C  -1.701  -4.666  -2.058
C  -0.505  -4.577  -1.081
C  -0.760  -5.654  -0.001
C  -1.992  -6.265  -0.409
H  -3.176  -6.111  -2.054
H  -1.772  -4.161  -3.032
H  0.264  -3.752  -1.308
H  -0.140  -5.820  0.870
H  -2.575  -7.093  0.102
N  -3.414  -3.171  0.356
C  -3.621  -3.063  1.653
C  -4.397  -1.779  1.846
C  -4.748  -1.271  0.444
C  -3.967  -2.268  -0.435
H  -2.921  -3.956  0.164
H  -3.176  -3.724  2.431
H  -4.833  -1.498  2.678
H  -5.277  -0.451  0.042
H  -3.995  -2.266  -1.545



*2*
ORCA calculation (ωB97M-V/def2-TZVPD) on 10 unconnected molecules or ions with the total composition C41H62BN9O.

Output
Gap between HOMO and LUMO = 1.362 eV

Cartesian coordinates (Å):
C  -0.472  3.338  -3.864
C  0.711  2.454  -4.074
C  0.863  1.186  -2.974
C  -0.034  0.025  -3.466
C  0.276  -0.512  -4.815
C  0.209  0.633  -5.911
N  0.767  1.861  -5.411
O  1.150  2.720  -6.396
C  -1.289  0.916  -6.141
C  0.793  0.171  -7.206
C  2.000  3.252  -3.823
H  -0.143  4.234  -4.482
H  -0.465  3.695  -2.898
H  -1.267  2.908  -4.278
H  0.355  1.572  -2.044
H  1.804  0.681  -2.844
H  -1.083  0.455  -3.600
H  -0.198  -0.897  -2.851
H  -0.535  -1.239  -4.858
H  1.330  -0.781  -4.529
H  -1.454  1.713  -7.168
H  -1.657  1.539  -5.393
H  -2.002  0.295  -6.597
H  1.637  -0.459  -6.981
H  0.897  0.822  -8.165
H  0.123  -0.754  -7.729
H  2.220  3.942  -4.585
H  2.788  2.479  -3.829
H  1.954  3.681  -2.843
B  0.116  -0.096  1.083
H  0.588  -0.483  2.049
H  0.861  0.479  0.395
H  -0.459  -0.849  0.347
H  -0.525  0.849  1.258
N  -3.595  -3.273  1.844
C  -2.513  -3.711  0.982
C  -2.452  -5.192  1.137
C  -3.677  -5.617  1.925
C  -4.503  -4.273  2.158
H  -4.094  -2.355  1.957
H  -2.038  -2.897  0.281
H  -1.629  -5.962  0.738
H  -3.916  -6.634  2.247
H  -5.390  -4.242  2.521
N  2.481  1.567  2.175
C  3.489  0.897  2.940
C  3.797  1.726  4.089
C  2.766  2.860  4.134
C  1.924  2.612  2.846
H  2.185  1.099  1.249
H  3.676  0.019  2.432
H  4.605  1.245  4.728
H  2.570  3.740  4.727
H  1.085  3.124  2.521
N  2.087  -2.337  5.254
C  2.829  -2.533  3.955
C  3.850  -3.746  4.204
C  3.621  -4.099  5.585
C  2.583  -3.180  6.205
H  1.459  -1.379  5.344
H  2.640  -1.901  3.156
H  4.564  -4.163  3.599
H  4.264  -4.762  6.163
H  2.409  -3.123  7.200
N  0.701  3.568  0.400
C  1.931  4.182  0.420
C  1.960  5.408  -0.385
C  0.569  5.596  -0.757
C  -0.284  4.338  -0.219
H  0.530  2.714  0.731
H  2.895  3.768  1.023
H  2.808  5.978  -0.745
H  -0.049  6.353  -1.382
H  -1.294  3.901  -0.132
N  2.402  -1.794  -1.189
C  3.703  -1.632  -1.098
C  4.369  -2.754  -1.869
C  3.239  -3.343  -2.704
C  1.918  -2.625  -2.265
H  1.737  -1.094  -0.840
H  4.253  -0.922  -0.362
H  5.433  -3.014  -1.888
H  3.463  -4.040  -3.715
H  0.884  -2.819  -2.587
N  -3.419  -1.326  -2.995
C  -3.142  -0.491  -1.833
C  -3.521  0.907  -2.213
C  -4.285  0.767  -3.515
C  -3.956  -0.641  -4.045
H  -3.347  -2.235  -2.874
H  -3.075  -0.914  -0.908
H  -3.589  1.752  -1.681
H  -4.576  1.518  -4.115
H  -4.087  -1.083  -4.943
N  1.025  0.630  5.306
C  1.471  0.350  6.613
C  0.376  -0.605  7.163
C  -0.706  -0.755  6.117
C  -0.278  0.030  5.003
H  1.646  1.321  4.635
H  2.306  0.878  6.894
H  0.249  -1.180  7.975
H  -1.540  -1.229  6.205
H  -0.598  0.268  4.046
N  -3.197  -0.039  2.183
C  -3.538  -0.594  3.426
C  -5.051  -0.826  3.378
C  -5.478  -0.364  2.074
C  -4.325  0.107  1.357
H  -2.370  0.200  1.892
H  -2.772  -0.681  4.047
H  -5.737  -1.298  4.337
H  -6.551  -0.357  1.810
H  -4.085  0.779  0.560



Least stable = *1*